# 1
11
Properties=species:S:1:pos:R:3:nbo_charge:R:1 method="wB97M-V/def2-TZVPD" e_homo_ev=-9.02 spin_multiplicity=1 total_energy_ha=-285.2701 relative_energy_kcal_mol=90.6 fmax_ev_per_a=0.80 gap_ev=10.03 charge=0 smiles="O=c1cc1.C=N"
O 2.083 -0.484 -0.742 -0.5661
C 1.481 0.403 -0.201 0.5808
C 0.406 1.444 -0.081 -0.2142
C 1.409 1.383 0.790 -0.2501
H -0.416 2.160 -0.176 0.2217
H 1.875 1.873 1.613 0.2202
C -1.672 -1.099 -0.298 -0.0454
N -0.478 -1.438 -0.067 -0.5886
H -1.897 -0.031 -0.329 0.1507
H -2.501 -1.791 -0.465 0.1493
H -0.345 -2.448 -0.093 0.3416

# 2
11
Properties=species:S:1:pos:R:3:nbo_charge:R:1 method="wB97M-V/def2-TZVPD" e_homo_ev=-11.07 spin_multiplicity=1 total_energy_ha=-285.3560 relative_energy_kcal_mol=36.8 fmax_ev_per_a=5.45 gap_ev=10.68 charge=0 smiles="CCC(=O)C#N"
C 1.547 -0.008 -0.211 -0.6284
C 0.120 -0.452 0.278 -0.4989
C -0.928 0.633 0.070 0.4758
O -0.690 1.802 0.027 -0.4522
C -2.288 0.172 0.073 0.1631
N -3.349 -0.268 -0.207 -0.2314
H 2.122 -0.972 -0.186 0.2221
H 1.555 0.278 -1.340 0.2258
H 2.040 0.952 0.419 0.2377
H -0.149 -1.402 -0.313 0.2368
H 0.021 -0.736 1.391 0.2496